A structure of composition C4H9NS2 at a distorted geometry, computed with ωB97M-V/def2-TZVPD.

## Properties
Total energy in Ha: -1008.715979
2S+1: 1
Gap between HOMO and LUMO in eV: 8.36
HOMO level in eV: -8.5
ΔE to the lowest compared entry with this formula, charge and spin in kcal/mol: 142.63

Structure (XYZ):
```
16
Properties=species:S:1:pos:R:3:nbo_charge:R:1
C -0.074 0.995 2.656 -0.82
C -0.408 -0.533 0.525 -0.33
C -0.275 -0.792 -1.077 -0.12
C 1.243 -0.400 -1.637 -0.65
H -0.963 0.486 3.010 0.24
H 0.354 2.141 3.048 0.26
H 0.888 0.034 2.493 0.25
H -0.533 -1.928 -1.229 0.22
H 1.145 1.048 -1.848 0.21
H 1.074 -1.250 -2.688 0.25
H 2.247 -0.742 -0.927 0.26
H -2.091 0.477 -1.193 0.38
H -0.776 0.962 -1.990 0.35
N -1.344 0.020 -1.753 -0.84
S -0.412 1.154 0.947 0.35
S -0.076 -1.672 1.662 -0.01
```